10
Properties=species:S:1:pos:R:3:forces:R:3:mulliken_charge:R:1 method="wB97M-V/def2-TZVPD" energy_ev=-8203.139 homo_ev=-10.6845 lumo_energy_ev=0.6 orbital_gap_ev=11.30 smiles="N#CCNC=O" de_lowest_kcal_mol=17.2
O -1.54933 1.41037 -0.00285 -0.248 -0.475 -0.208 -0.5409
N -0.50027 -0.59666 0.10545 -0.589 -0.162 -0.255 -0.1716
N 2.50639 0.14785 -1.38573 -0.768 -0.008 0.891 -0.3754
C 0.71766 0.02746 0.54233 0.501 0.370 0.268 -0.3762
C 1.73017 0.11455 -0.52895 0.696 -0.146 -0.788 0.2839
C -1.56084 0.21327 -0.20345 0.030 0.334 0.088 0.0687
H 0.48339 1.05779 0.85162 -0.081 -0.387 -0.128 0.2604
H 1.14840 -0.47011 1.41476 -0.014 -0.098 -0.178 0.2867
H -0.54209 -1.57912 -0.15217 0.191 0.486 0.133 0.2286
H -2.42933 -0.32049 -0.64121 0.281 0.086 0.178 0.3359